8
Properties=species:S:1:pos:R:3 method="wB97M-V/def2-TZVPD" multiplicity=3 orbital_gap_ev="5.031 / 3.421" relative_energy_ev=0.237 total_charge=-1
C 0.47 -0.39 -0.42
N -0.16 -0.15 0.67
N -1.44 0.30 0.52
O -2.08 0.64 1.49
O -1.97 0.28 -0.58
Cl 3.90 0.51 0.04
H 1.44 -0.80 -0.36
H -0.16 -0.39 -1.37

95
Properties=species:S:1:pos:R:3 method="wB97M-V/def2-TZVPD" orbital_gap_ev="4.926 / 4.978" total_charge=0
Mg 0.06 0.24 1.16
C 5.69 1.31 -1.87
C 5.72 -0.07 -2.06
C 4.76 -0.89 -1.49
C 3.78 -0.30 -0.72
C 2.59 -0.80 -0.04
N 1.99 0.20 0.62
C 2.71 1.33 0.47
N 2.64 2.40 1.23
C 1.75 2.49 2.20
C 1.98 3.27 3.41
C 3.08 3.96 3.89
C 3.01 4.46 5.18
C 1.87 4.27 5.97
C 0.78 3.57 5.50
C 0.84 3.07 4.21
C -0.04 2.21 3.44
N -1.24 1.87 3.83
C -1.90 0.86 3.31
N -1.37 -0.11 2.53
C -2.26 -1.13 2.44
N -2.06 -2.30 1.89
C -0.94 -2.61 1.27
N 0.11 -1.79 1.01
C 1.05 -2.48 0.34
N 2.20 -2.05 -0.14
C 0.60 -3.84 0.13
C 1.16 -4.91 -0.55
C 0.43 -6.09 -0.60
C -0.83 -6.18 -0.02
C -1.40 -5.10 0.64
C -0.68 -3.93 0.72
C -3.50 -0.75 3.10
C -4.74 -1.36 3.25
C -5.73 -0.66 3.93
C -5.48 0.59 4.49
C -4.25 1.20 4.36
C -3.27 0.53 3.66
N 0.57 1.85 2.29
C 3.80 1.09 -0.46
C 4.75 1.90 -1.05
H 6.42 1.92 -2.37
H 6.50 -0.50 -2.67
H 4.77 -1.96 -1.63
H 3.96 4.07 3.28
H 3.85 4.98 5.60
H 1.85 4.67 6.98
H -0.09 3.38 6.11
H 2.13 -4.82 -1.01
H 0.84 -6.95 -1.11
H -1.37 -7.11 -0.08
H -2.39 -5.17 1.08
H -4.93 -2.34 2.85
H -6.71 -1.10 4.05
H -6.28 1.09 5.02
H -4.05 2.18 4.78
H 4.74 2.97 -0.87
O -2.56 1.19 0.09
N -1.73 2.20 0.56
C -1.17 2.94 -0.31
C -1.31 2.86 -1.76
C -1.66 4.01 -2.46
C -1.85 3.97 -3.83
C -1.70 2.77 -4.51
C -1.33 1.63 -3.82
C -1.13 1.65 -2.44
P -0.47 0.19 -1.54
C -1.57 -1.16 -2.13
C -2.49 -1.68 -1.22
C -3.25 -2.80 -1.54
C -3.12 -3.40 -2.78
C -2.25 -2.86 -3.71
C -1.48 -1.75 -3.39
C 0.98 -0.13 -2.61
C 1.40 -1.44 -2.83
C 2.50 -1.70 -3.62
C 3.23 -0.66 -4.17
C 2.84 0.65 -3.92
C 1.73 0.91 -3.14
H -2.95 0.82 0.90
H -0.60 3.76 0.12
H -1.80 4.94 -1.93
H -2.12 4.87 -4.37
H -1.84 2.72 -5.58
H -1.18 0.71 -4.36
H -2.60 -1.22 -0.26
H -3.94 -3.19 -0.81
H -3.69 -4.28 -3.02
H -2.16 -3.31 -4.69
H -0.78 -1.38 -4.13
H 0.86 -2.26 -2.38
H 2.80 -2.72 -3.80
H 4.09 -0.86 -4.78
H 3.40 1.47 -4.34
H 1.43 1.94 -2.96

14
Properties=species:S:1:pos:R:3 method="wB97M-V/def2-TZVPD" orbital_gap_ev=10.239 relative_energy_ev=2.278 total_charge=0 smiles="NCCC(N)=O"
N 1.48 1.54 0.89
C 1.03 0.11 0.54
C -0.57 -0.08 0.71
C -1.23 -0.17 -0.72
N -1.46 -1.30 -1.28
O -1.46 0.90 -1.40
H 1.77 2.09 0.04
H 2.34 1.41 1.40
H 1.75 -0.55 1.02
H 1.24 -0.03 -0.60
H -0.56 -0.89 1.43
H -1.28 0.50 1.17
H -2.06 -1.35 -2.12
H -1.00 -2.19 -1.07

8
Properties=species:S:1:pos:R:3 method="wB97M-V/def2-TZVPD" orbital_gap_ev="6.722 / 6.721" relative_energy_ev=7.750 total_charge=0
C 1.43 -0.88 -0.57
N 1.08 0.02 0.22
N -2.17 -0.16 -0.50
O -0.10 0.29 0.49
H 0.77 -1.53 -1.22
H 2.54 -0.98 -0.70
H -1.64 -0.85 -0.91
H -2.64 -0.71 0.27

20
Properties=species:S:1:pos:R:3 method="wB97M-V/def2-TZVPD" orbital_gap_ev=9.793 relative_energy_ev=0.444 total_charge=0 smiles=NCCS.O.O.O
N 2.37 -0.35 1.22
C 0.95 -0.64 1.43
C 0.08 0.59 1.39
S -1.62 0.32 1.96
H 2.63 0.53 1.65
H 2.56 -0.20 0.24
H 0.67 -1.29 0.59
H 0.86 -1.23 2.33
H 0.13 1.07 0.42
H 0.44 1.30 2.13
H -1.98 -0.73 1.23
O 0.80 3.26 -6.59
H -0.10 3.48 -6.36
H 1.29 3.18 -5.77
O 4.25 -2.32 2.60
H 4.34 -2.85 1.79
H 3.81 -1.52 2.28
O -5.15 -1.18 -2.54
H -4.38 -0.73 -2.91
H -5.13 -0.90 -1.62

15
Properties=species:S:1:pos:R:3 method="wB97M-V/def2-TZVPD" multiplicity=2 orbital_gap_ev="6.332 / 6.832" relative_energy_ev=0.076 total_charge=-1
C -0.94 1.36 0.61
C -2.37 1.13 1.06
O -3.31 1.84 0.82
C 0.00 0.34 1.23
S -0.05 -1.24 0.35
S 2.37 -0.54 -0.79
C 1.70 -0.93 -2.38
H -0.94 1.28 -0.47
H -0.67 2.38 0.91
H -2.49 0.18 1.62
H -0.25 0.12 2.28
H 1.00 0.77 1.34
H 0.65 -0.65 -2.52
H 1.74 -1.99 -2.61
H 2.30 -0.43 -3.14

28
Properties=species:S:1:pos:R:3 method="wB97M-V/def2-TZVPD" orbital_gap_ev="7.398 / 7.398" relative_energy_ev=4.062 total_charge=0
C 0.19 -1.46 2.59
C -0.32 -1.57 1.41
N -0.79 -1.72 0.27
C -1.27 -0.68 -0.68
C -2.74 -0.80 -0.59
C -3.46 0.23 -0.12
C -2.81 1.48 0.21
C -1.47 1.70 0.25
C -0.63 0.66 -0.26
C 0.70 0.96 -0.23
C 1.28 1.98 0.56
N 1.68 2.86 1.17
N 1.85 0.25 -0.82
C 2.99 -0.04 -0.04
C 1.74 -0.64 -1.95
H 1.25 -1.45 2.74
H -0.52 -1.31 3.38
H -0.83 -1.06 -1.66
H -3.08 -1.71 -0.99
H -4.46 0.19 -0.15
H -3.44 2.24 0.48
H -0.95 2.59 0.49
H 2.97 -1.14 0.21
H 3.82 0.32 -0.57
H 3.16 0.53 1.00
H 1.18 -0.13 -2.70
H 2.79 -0.78 -2.35
H 1.19 -1.51 -1.64

19
Properties=species:S:1:pos:R:3 method="wB97M-V/def2-TZVPD" orbital_gap_ev=7.576 relative_energy_ev=2.122 total_charge=0
C 1.51 -1.33 0.30
C -0.48 0.36 1.35
C -2.06 1.27 -1.89
N -1.80 0.59 -0.63
C -0.62 0.83 0.07
N 2.20 -0.30 -0.10
N 1.89 -2.23 1.23
O 0.36 1.31 -0.65
H -2.61 0.49 -0.04
H 0.63 -1.59 -0.28
H 2.61 -1.99 1.89
H 3.01 -0.07 0.47
H 1.40 0.67 -0.39
H 1.23 -2.93 1.52
H 0.39 0.65 1.92
H -1.32 -0.05 1.89
H -2.27 2.34 -1.76
H -1.18 1.18 -2.52
H -2.91 0.80 -2.38

14
Properties=species:S:1:pos:R:3 method="wB97M-V/def2-TZVPD" orbital_gap_ev=7.705 relative_energy_ev=1.617 total_charge=0 smiles="C=C[C@H](S)C(=O)C=S"
C -1.53 1.54 0.10
C -0.64 1.16 -0.79
C 0.35 0.04 -0.59
S 0.00 -1.32 -1.87
C 0.35 -0.67 0.75
O -0.64 -0.96 1.38
C 1.69 -1.16 1.30
S 3.16 -0.78 0.69
H -1.64 1.08 1.05
H -2.23 2.36 -0.09
H -0.48 1.63 -1.76
H 1.35 0.36 -0.87
H -1.30 -1.52 -1.51
H 1.58 -1.76 2.21

19
Properties=species:S:1:pos:R:3 method="wB97M-V/def2-TZVPD" orbital_gap_ev=8.590 relative_energy_ev=1.963 total_charge=-1
C 0.99 -1.67 -3.19
C 1.99 -0.62 0.02
C 0.05 -1.44 -0.83
C 1.11 -1.34 -1.75
N 0.70 -0.89 0.36
N 2.27 -0.82 -1.23
H 0.17 -0.23 1.20
H 2.64 -0.23 0.83
H -1.02 -1.61 -0.91
H 1.96 -2.33 -3.50
H 1.09 -0.93 -3.88
H 0.12 -2.24 -3.25
C -1.82 2.48 2.83
C -1.73 1.47 1.59
O -2.76 1.09 0.96
O -0.46 1.18 1.54
H -1.06 2.19 3.67
H -2.84 2.54 3.06
H -1.40 3.42 2.47

13
Properties=species:S:1:pos:R:3 method="wB97M-V/def2-TZVPD" orbital_gap_ev=8.658 relative_energy_ev=2.652 total_charge=0
C -0.63 2.06 -0.18
N 0.34 1.10 0.32
C 0.23 -0.25 0.21
C 0.97 -1.33 0.51
C -0.10 -2.13 -0.18
O -0.83 -0.87 -0.41
H -1.16 1.69 -1.06
H -0.11 2.98 -0.46
H -1.37 2.31 0.59
H 1.90 -1.55 1.02
H 1.31 1.39 0.37
H 0.15 -2.57 -1.15
H -0.69 -2.82 0.43

86
Properties=species:S:1:pos:R:3 method="wB97M-V/def2-TZVPD" orbital_gap_ev=8.023 total_charge=0
N 1.98 1.33 1.59
P 1.70 -0.40 1.97
O 2.03 -0.50 3.71
B 3.01 -1.53 1.08
O 2.62 -2.74 0.29
B 3.79 -3.08 -0.58
O 5.16 -3.29 -0.04
B 5.37 -2.21 0.96
F 6.66 -2.23 1.75
O 4.42 -1.08 1.20
H 1.50 1.63 0.71
H 2.99 1.59 1.62
H 1.77 0.43 4.04
H 3.67 -3.16 -1.77
Br 6.17 1.16 4.34
C 6.80 -0.40 5.33
C 5.72 -1.45 5.44
Br 4.40 -0.96 6.79
H 7.17 -0.04 6.30
H 7.65 -0.78 4.75
H 6.14 -2.40 5.79
H 5.18 -1.62 4.51
Br -2.13 -0.29 1.08
C -2.71 -1.74 -0.09
C -1.55 -2.62 -0.49
Br -0.46 -1.76 -1.87
H -3.22 -1.28 -0.94
H -3.43 -2.31 0.50
H -1.90 -3.54 -0.95
H -0.88 -2.86 0.34
Br 6.01 -6.58 2.62
C 7.34 -5.38 1.86
C 8.00 -5.99 0.64
Br 9.30 -7.35 1.15
H 8.05 -5.14 2.66
H 6.79 -4.47 1.58
H 8.57 -5.24 0.09
H 7.29 -6.47 -0.04
Br 4.28 3.04 1.59
C 5.89 4.07 1.99
C 6.73 4.26 0.75
Br 7.72 2.63 0.31
H 6.41 3.54 2.79
H 5.53 5.03 2.36
H 7.50 5.02 0.92
H 6.15 4.53 -0.13
Br -4.73 -1.26 -4.47
C -4.78 0.69 -4.40
C -3.45 1.25 -3.94
Br -3.23 1.05 -2.01
H -5.61 0.97 -3.75
H -5.00 1.01 -5.42
H -3.41 2.33 -4.12
H -2.59 0.77 -4.42
Br -5.21 -0.59 -8.49
C -5.46 1.02 -9.57
C -4.49 2.10 -9.17
Br -5.04 2.96 -7.51
H -6.51 1.31 -9.46
H -5.29 0.70 -10.60
H -4.48 2.90 -9.91
H -3.47 1.74 -9.02
Br -6.77 -3.12 -6.29
C -7.95 -4.45 -7.09
C -7.58 -4.71 -8.53
Br -8.20 -3.27 -9.69
H -8.97 -4.09 -6.96
H -7.81 -5.36 -6.49
H -8.09 -5.61 -8.90
H -6.51 -4.81 -8.69
Br -3.48 3.99 4.50
C -4.66 2.66 3.70
C -4.29 2.40 2.26
Br -4.91 3.84 1.10
H -5.68 3.02 3.83
H -4.52 1.75 4.30
H -4.80 1.50 1.89
H -3.22 2.30 2.10
Br -2.72 7.72 9.72
C -3.30 6.27 8.55
C -2.14 5.40 8.15
Br -1.05 6.26 6.78
H -3.81 6.74 7.70
H -4.02 5.71 9.14
H -2.49 4.47 7.69
H -1.47 5.15 8.98